Entry 1:
{"formula": "C4H8P2", "method": "wB97M-V/def2-TZVPD", "symbols": ["C", "C", "C", "C", "P", "P", "H", "H", "H", "H", "H", "H", "H", "H"], "coordinates": [[-0.0836, -1.2929, 0.0578], [-0.2202, 1.2119, -0.3821], [-0.2202, -2.7192, 0.3341], [0.7269, 2.3570, -0.5172], [-0.0486, -0.1826, -1.7098], [0.1477, 0.0627, 1.1382], [-1.1055, 1.7175, -0.2193], [-1.2752, -2.7364, 0.9132], [0.5288, -3.2573, 1.0661], [-0.3328, -3.3574, -0.5400], [1.7991, 2.0988, -0.7328], [0.5473, 2.9332, 0.4288], [0.5538, 3.0698, -1.5490], [-1.0173, 0.0951, 1.7121]], "nbo_charge": [-0.467, -0.719, -0.724, -0.625, 0.441, 0.602, 0.220, 0.233, 0.242, 0.235, 0.216, 0.214, 0.200, -0.069], "de_lowest_kj_mol": 348.0, "total_energy_ev": -22850.8413, "orbital_gap_ha": [0.261, 0.279], "e_homo_ev": [-7.687, -7.906]}


Entry 2:
{"formula": "CH6NO2", "method": "wB97M-V/def2-TZVPD", "symbols": ["N", "C", "O", "H", "H", "H", "H", "H", "H", "O"], "coordinates": [[-0.4846, 1.8658, 0.3688], [0.4961, 0.6169, -0.4815], [0.0241, -0.6367, -0.4763], [0.0641, 2.7337, 0.2131], [-1.2796, 2.0982, -0.2800], [0.6416, 1.0906, -1.5343], [1.4103, 0.8996, 0.0173], [-0.0821, -2.2678, 0.2831], [-0.8365, -3.3038, 1.0958], [0.0466, -3.0965, 0.7940]], "nbo_charge": [-0.985, 0.198, -0.912, 0.295, 0.306, 0.046, 0.079, 0.527, 0.440, -0.993], "charge": -1, "de_lowest_kj_mol": 99.8, "total_energy_ev": -6718.7969, "orbital_gap_ha": 0.287, "e_homo_ev": -3.279}


Entry 3:
{"formula": "C24H24BrCsN6O6", "method": "wB97M-V/def2-TZVPD", "symbols": ["Cs", "N", "C", "C", "O", "N", "C", "C", "O", "O", "H", "H", "H", "H", "H", "H", "Br", "C", "C", "C", "C", "C", "C", "N", "N", "C", "C", "C", "C", "O", "C", "N", "C", "C", "C", "C", "H", "H", "H", "H", "H", "H", "H", "H", "H", "O", "C", "O", "C", "N", "C", "C", "C", "H", "H", "H", "H", "H", "H", "H", "H", "H"], "coordinates": [[1.4859, 3.3509, -0.3491], [-0.2714, 6.0828, -0.5842], [0.7026, 7.1082, -1.0152], [1.9414, 7.0807, -0.0976], [2.0094, 8.0029, 0.7643], [2.7470, 6.0698, -0.3102], [3.8992, 6.0175, 0.5763], [4.7737, 4.7496, 0.4296], [6.0055, 4.8981, 0.5552], [4.1722, 3.6444, 0.2488], [-1.1881, 6.2767, -0.9707], [-0.3647, 6.1335, 0.4265], [0.2855, 8.1190, -0.9541], [0.9844, 6.8952, -2.0493], [3.5824, 6.0534, 1.6318], [4.5495, 6.8881, 0.4408], [-4.8267, -6.1274, -5.1234], [-3.5018, -5.9433, -3.7680], [-2.3043, -5.3084, -4.0659], [-1.3449, -5.1736, -3.0805], [-1.5693, -5.6698, -1.7921], [-2.7686, -6.3245, -1.5258], [-3.7426, -6.4537, -2.5063], [-0.5327, -5.6970, -0.8261], [0.0903, -4.6618, -0.4621], [-0.2808, -3.3612, -0.7032], [-1.5767, -2.8837, -0.9888], [-1.8696, -1.5542, -1.1202], [-0.8703, -0.5238, -1.0112], [-1.1237, 0.6807, -1.1206], [0.4968, -1.0084, -0.6897], [1.4427, -0.0569, -0.5468], [2.6605, -0.4075, -0.2004], [3.0180, -1.7467, 0.0343], [2.0755, -2.7263, -0.1274], [0.7582, -2.3791, -0.5026], [-2.1270, -4.9192, -5.0593], [-0.4128, -4.6670, -3.2959], [-2.9302, -6.7306, -0.5352], [-4.6780, -6.9521, -2.2900], [-2.3957, -3.5867, -1.0565], [-2.8868, -1.2296, -1.3025], [3.3882, 0.3927, -0.0893], [4.0305, -1.9889, 0.3311], [2.3111, -3.7694, 0.0317], [0.7801, 1.5383, 4.0864], [0.2004, 1.9611, 2.9580], [0.0799, 3.1253, 2.6798], [-0.3273, 0.8349, 2.0780], [0.1865, -0.4656, 2.5524], [-0.9307, -1.4194, 2.6058], [-2.1090, -0.5364, 2.9893], [-1.8662, 0.7287, 2.1632], [-0.0341, 1.0514, 1.0505], [0.7892, 0.5560, 3.9811], [0.9352, -0.7965, 1.9546], [-0.7235, -2.2054, 3.3339], [-1.1140, -1.8883, 1.6335], [-2.0747, -0.3131, 4.0593], [-3.0673, -1.0062, 2.7670], [-2.3072, 1.6219, 2.6032], [-2.2609, 0.6200, 1.1537]], "lowdin_charge": [1.060, -0.068, -0.240, -0.659, -0.111, -0.080, -0.214, -0.739, -0.091, -0.323, 0.044, 0.063, 0.087, 0.088, 0.110, 0.100, 0.672, -0.707, -0.131, -0.037, -0.318, -0.047, -0.145, 0.023, 0.035, -0.267, -0.047, -0.024, -0.406, -0.019, -0.172, 0.081, -0.142, -0.059, -0.022, -0.117, 0.097, 0.121, 0.107, 0.093, 0.103, 0.104, 0.110, 0.099, 0.099, 0.106, -0.513, 0.057, -0.235, -0.006, -0.183, -0.161, -0.098, 0.082, 0.094, 0.100, 0.111, 0.098, 0.108, 0.106, 0.119, 0.103], "charge": -2, "de_lowest_kj_mol": 0.0, "total_energy_ev": -117096.0268, "orbital_gap_ha": 0.179, "e_homo_ev": -1.681}


Entry 4:
{"formula": "C2H6N4S2", "method": "wB97M-V/def2-TZVPD", "symbols": ["C", "C", "H", "H", "H", "H", "H", "H", "N", "N", "N", "N", "S", "S"], "coordinates": [[1.2324, 1.0398, -0.1815], [-1.0760, 1.1719, 0.1266], [-0.3611, -1.3892, 0.8948], [-0.5151, -1.2220, -0.7207], [0.7585, 2.1934, -0.2074], [1.9631, -1.4771, 0.0505], [-0.8318, 2.2743, 0.3252], [-4.1387, 0.1779, 0.2630], [-0.0103, -0.9171, 0.1542], [0.0689, 0.3456, 0.4712], [2.5715, 0.9565, -0.2356], [-2.3152, 0.9330, -0.0342], [3.1422, -0.7178, -0.0168], [-3.1433, -0.7231, -0.1560]], "nbo_charge": [0.219, 0.228, 0.367, 0.356, 0.158, 0.144, 0.196, 0.176, -0.644, -0.292, -0.503, -0.544, 0.087, 0.050], "de_lowest_kj_mol": 554.2, "total_energy_ev": -29796.8214, "orbital_gap_ha": 0.323, "smiles": "NN(/C=N\\S)/C=N\\S", "e_homo_ev": -8.707}